Entry 1:
C14H11F6HfN4O6S6 | wB97M-V/def2-TZVPD

- charge = +1
- frontier orbital gap (eV) = 7.47

Positions of all 48 atoms, in Å:
Hf 0.295 -0.389 0.450
O -3.567 3.301 3.904
C -2.765 2.503 3.534
S -3.179 0.824 3.077
C -1.552 0.328 2.686
C -0.560 1.245 2.807
S 1.117 1.024 2.350
S -1.023 2.834 3.362
S -1.369 -1.276 1.978
F -3.299 1.376 -2.624
C -3.138 1.548 -1.325
F -4.053 2.368 -0.853
F -3.226 0.377 -0.706
S -1.455 2.316 -0.989
O -0.906 1.504 0.117
O -1.657 3.691 -0.751
N -0.587 2.053 -2.298
S 0.095 0.661 -2.308
O -0.789 -0.446 -1.968
O 1.285 0.545 -1.442
C 0.664 0.494 -4.057
F -0.383 0.565 -4.849
F 1.527 1.447 -4.328
F 1.238 -0.696 -4.153
N 3.408 -2.771 2.522
C 2.169 -2.484 2.097
N 2.164 -1.501 1.225
C 3.498 -1.103 1.077
C 4.065 -0.089 0.308
C 5.432 0.071 0.389
C 6.223 -0.749 1.209
C 5.671 -1.752 1.978
C 4.292 -1.905 1.896
H 3.638 -3.470 3.209
H 1.289 -2.992 2.456
H 3.464 0.550 -0.325
H 5.910 0.850 -0.189
H 7.292 -0.586 1.241
H 6.279 -2.378 2.616
C -0.012 -4.328 -1.771
C -0.564 -3.246 -0.901
N -1.864 -3.221 -0.672
O 0.206 -2.374 -0.428
H -0.442 -5.296 -1.517
H 1.069 -4.360 -1.670
H -0.262 -4.106 -2.810
H -2.470 -3.929 -1.050
H -2.271 -2.477 -0.119

***

Entry 2:
C68H72F3N2O4 | wB97M-V/def2-TZVPD

- charge = +1
- frontier orbital gap (eV) = 7.37

Positions of all 149 atoms, in Å:
O 3.375 4.075 3.095
N 2.887 3.553 2.204
O 1.777 2.697 2.683
C 1.185 1.997 1.610
C 0.070 1.155 2.283
N 0.434 -0.297 2.551
C -0.787 -1.145 2.812
F -1.629 -0.989 1.824
F -0.416 -2.395 2.912
F -1.294 -0.733 3.953
C 1.358 -0.857 1.508
C 2.545 0.094 1.479
C 3.761 -0.552 0.822
C 4.549 -1.114 1.996
C 5.295 -2.478 1.851
O 3.992 -2.119 2.721
O 2.116 1.287 0.849
H 0.701 2.685 0.914
H -0.841 1.194 1.692
H -0.141 1.601 3.256
H 0.953 -0.316 3.439
H 1.641 -1.872 1.773
H 0.852 -0.809 0.542
H 2.799 0.340 2.525
H 4.359 0.177 0.280
H 3.489 -1.402 0.197
H 5.088 -0.378 2.606
H 5.490 -3.481 2.221
H 6.136 -2.057 2.456
C -1.251 -3.075 9.114
C -0.593 -3.339 7.921
C -1.032 -2.746 6.745
C -2.125 -1.890 6.763
C -2.785 -1.628 7.956
C -2.346 -2.222 9.131
H -0.912 -3.539 10.031
H 0.258 -4.008 7.907
H -0.525 -2.966 5.812
H -2.481 -1.435 5.849
H -3.637 -0.961 7.969
H -2.859 -2.020 10.063
C 0.137 4.303 7.273
C -0.786 4.417 6.243
C -1.198 3.285 5.554
C -0.687 2.042 5.905
C 0.235 1.924 6.936
C 0.648 3.059 7.619
H 0.457 5.186 7.810
H -1.187 5.387 5.980
H -1.921 3.373 4.751
H -1.023 1.153 5.385
H 0.626 0.951 7.210
H 1.367 2.973 8.423
C -2.718 1.210 -0.267
C -1.933 1.133 -1.410
C -2.252 1.899 -2.523
C -3.353 2.744 -2.486
C -4.135 2.823 -1.341
C -3.820 2.055 -0.230
H -2.465 0.613 0.596
H -1.073 0.474 -1.442
H -1.645 1.834 -3.416
H -3.602 3.343 -3.353
H -4.992 3.483 -1.317
H -4.433 2.112 0.660
C 1.925 4.226 -6.039
C 1.368 3.474 -7.065
C 0.088 2.955 -6.930
C -0.638 3.191 -5.771
C -0.081 3.942 -4.745
C 1.200 4.459 -4.878
H 2.922 4.632 -6.146
H 1.932 3.295 -7.972
H -0.345 2.365 -7.728
H -1.639 2.788 -5.673
H -0.647 4.130 -3.840
H 1.634 5.045 -4.078
C -8.013 -1.828 7.279
C -6.714 -1.988 7.741
C -6.475 -2.147 9.099
C -7.535 -2.153 9.995
C -8.834 -1.994 9.533
C -9.073 -1.829 8.175
H -8.201 -1.704 6.220
H -5.886 -1.994 7.042
H -5.462 -2.271 9.459
H -7.349 -2.281 11.054
H -9.661 -2.000 10.231
H -10.086 -1.704 7.816
C 4.138 -1.550 6.003
C 5.231 -1.143 6.754
C 5.101 -0.934 8.119
C 3.872 -1.133 8.735
C 2.775 -1.539 7.987
C 2.909 -1.748 6.621
H 4.243 -1.702 4.935
H 6.186 -0.990 6.268
H 5.955 -0.614 8.702
H 3.770 -0.972 9.800
H 1.818 -1.697 8.468
H 2.050 -2.072 6.041
C -2.213 2.417 -10.214
C -2.757 1.658 -11.240
C -4.039 1.139 -11.119
C -4.781 1.386 -9.972
C -4.239 2.147 -8.945
C -2.953 2.659 -9.066
H -1.211 2.819 -10.310
H -2.180 1.469 -12.136
H -4.457 0.537 -11.915
H -5.780 0.980 -9.878
H -4.817 2.339 -8.050
H -2.529 3.252 -8.265
C -3.791 -2.940 -11.763
C -4.741 -3.795 -12.303
C -5.911 -4.063 -11.605
C -6.132 -3.472 -10.369
C -5.182 -2.615 -9.829
C -4.010 -2.352 -10.525
H -2.878 -2.732 -12.307
H -4.571 -4.253 -13.269
H -6.650 -4.732 -12.025
H -7.045 -3.678 -9.826
H -5.354 -2.151 -8.866
H -3.270 -1.683 -10.104
C 11.127 -0.398 5.141
C 11.104 -1.784 5.058
C 9.898 -2.451 4.898
C 8.715 -1.730 4.816
C 8.738 -0.345 4.897
C 9.944 0.323 5.062
H 12.068 0.121 5.269
H 12.028 -2.344 5.119
H 9.881 -3.532 4.838
H 7.773 -2.251 4.691
H 7.815 0.219 4.833
H 9.962 1.403 5.130
C 2.718 0.159 -11.329
C 3.004 -0.694 -12.386
C 1.974 -1.345 -13.051
C 0.657 -1.140 -12.662
C 0.371 -0.285 -11.606
C 1.402 0.361 -10.938
H 3.523 0.665 -10.810
H 4.030 -0.852 -12.692
H 2.198 -2.013 -13.873
H -0.146 -1.645 -13.183
H -0.654 -0.125 -11.299
H 1.177 1.024 -10.111

***

Entry 3:
C5H13N2OP | wB97M-V/def2-TZVPD

- frontier orbital gap (spin up / spin down) (eV) = 4.38 / 7.16
- 2S+1 = 3

Positions of all 22 atoms, in Å:
C 0.509 0.973 -2.016
C 1.802 0.446 -1.215
C -0.793 1.157 -1.257
C -1.186 -1.889 2.211
C -1.142 -1.024 0.981
N 1.374 -0.639 -0.343
N -0.448 1.472 0.106
O 0.630 0.658 2.289
P 0.104 0.215 0.997
H 1.007 1.856 -2.381
H 0.277 0.200 -2.751
H 2.591 0.165 -1.913
H 2.067 1.306 -0.603
H -1.435 1.913 -1.645
H -1.280 0.162 -1.108
H -0.302 -2.417 2.245
H -1.425 -1.175 3.059
H -2.058 -2.514 2.053
H -2.191 -0.603 0.803
H -0.730 -1.524 0.102
H 2.321 -0.956 0.109
H 0.309 2.217 0.277